# 1
# C20H21NO2

C20H21NO2 in the gas phase at a distorted geometry (the ωB97M-V functional and the def2-TZVPD basis, the OMol25 dataset).

Each line ends with the natural charge from an NBO analysis.
Positions of all 44 atoms, in Å:
1 C 1.29 2.35 -0.65  -0.60
2 C 1.65 1.18 0.27  -0.04
3 C 2.98 1.48 0.95  -0.61
4 C 0.54 0.97 1.30  -0.50
5 C 0.74 -0.28 2.13  0.72
6 O 0.51 -0.26 3.34  -0.60
7 N 1.20 -1.44 1.49  -0.49
8 C 1.30 -2.61 2.36  -0.12
9 C 0.01 -3.41 2.42  0.05
10 C -1.04 -2.84 3.16  -0.25
11 C -2.26 -3.48 3.29  -0.20
12 C -2.48 -4.68 2.60  -0.22
13 C -1.44 -5.27 1.89  -0.20
14 C -0.18 -4.67 1.85  -0.23
15 C 2.61 -3.33 2.17  -0.06
16 C 3.64 -2.92 3.02  -0.15
17 C 4.92 -3.47 2.89  -0.24
18 C 5.14 -4.49 1.96  -0.21
19 C 4.09 -4.96 1.17  -0.22
20 C 2.85 -4.32 1.21  -0.16
21 C 1.75 -1.41 0.19  0.72
22 O 2.25 -2.39 -0.36  -0.57
23 C 1.70 -0.10 -0.57  -0.50
24 H 0.33 2.17 -1.15  0.21
25 H 1.21 3.28 -0.08  0.21
26 H 2.05 2.49 -1.42  0.21
27 H 3.28 0.70 1.66  0.21
28 H 3.77 1.59 0.19  0.22
29 H 2.91 2.44 1.49  0.22
30 H 0.48 1.81 1.99  0.24
31 H -0.43 0.90 0.77  0.24
32 H 1.37 -2.17 3.36  0.25
33 H -0.86 -1.89 3.66  0.24
34 H -3.03 -3.04 3.92  0.21
35 H -3.46 -5.15 2.63  0.21
36 H -1.58 -6.21 1.35  0.21
37 H 0.66 -5.19 1.38  0.22
38 H 3.43 -2.15 3.76  0.20
39 H 5.72 -3.10 3.53  0.21
40 H 6.14 -4.93 1.85  0.21
41 H 4.20 -5.81 0.48  0.21
42 H 2.11 -4.58 0.45  0.23
43 H 0.81 -0.14 -1.22  0.24
44 H 2.57 -0.07 -1.25  0.24

Energy relative to the best compared isomer or geometry (same formula, charge and spin) in kJ/mol: 0.0
Orbital gap in eV: 9.47
HOMO level in eV: -8.8291
SMILES: CC1(C)CC(=O)N(C(c2ccccc2)c2ccccc2)C(=O)C1
Multiplicity: 1


# 2
# C2H2N3P

A molecular structure, C2H2N3P at a distorted geometry (the ωB97M-V functional and the def2-TZVPD basis, the OMol25 dataset).

Each line ends with the natural charge from an NBO analysis.
Positions of all 8 atoms, in Å:
1 C 2.39 -0.01 -0.28  0.41
2 C 0.20 0.73 -0.36  0.71
3 N 3.28 -0.46 0.25  -0.32
4 N -0.96 1.03 -0.09  -0.71
5 N 1.24 0.37 -0.85  -0.54
6 P -1.87 -0.40 -0.21  0.51
7 H -2.84 0.16 0.66  -0.03
8 H -1.44 -1.42 0.87  -0.03

Energy relative to the best compared isomer or geometry (same formula, charge and spin) in kJ/mol: 176.4
Orbital gap in eV: 10.22
HOMO level in eV: -9.9866
Multiplicity: 1


The following total energy values (in eV) correspond, in order, to the records above: -26666.7608; -15862.8748.